Entry 1:
{"formula": "C34H22CaCl2N7O4S", "method": "the ωB97M-V functional and the def2-TZVPD basis", "max_force_ev_per_a": 2.81, "homo_energy_ev": -4.004, "total_charge": -1, "e_tot_ev": -108559.5020, "de_lowest_ev": 0.0000, "gap_ev": 6.1, "elements": ["Ca", "Cl", "C", "C", "C", "N", "C", "O", "C", "C", "C", "C", "C", "N", "C", "C", "C", "Cl", "N", "C", "O", "C", "C", "C", "C", "C", "N", "H", "H", "H", "H", "H", "H", "H", "H", "H", "H", "O", "S", "O", "N", "C", "C", "C", "C", "C", "C", "C", "C", "N", "C", "C", "C", "C", "C", "C", "C", "H", "H", "H", "H", "H", "H", "H", "H", "H", "H", "H", "N", "C", "H"], "xyz": [[1.007, 0.749, 0.105], [-3.080, 6.382, -0.501], [-1.936, 5.389, 0.256], [-1.031, 4.769, -0.600], [-0.242, 3.738, -0.096], [0.497, 2.932, -0.912], [0.182, 2.690, -2.207], [-0.755, 3.173, -2.879], [1.116, 1.716, -2.929], [0.935, 1.600, -4.320], [1.844, 0.849, -5.047], [2.911, 0.238, -4.364], [2.961, 0.343, -2.961], [2.025, 0.995, -2.235], [-0.195, 3.505, 1.335], [-1.081, 4.155, 2.202], [-1.927, 5.149, 1.644], [-2.890, 6.146, 2.674], [0.699, 2.540, 1.763], [0.741, 2.068, 3.003], [-0.143, 2.072, 3.894], [2.025, 1.351, 3.354], [2.294, 1.118, 4.729], [3.403, 0.380, 5.060], [4.269, -0.066, 4.042], [3.924, 0.221, 2.727], [2.820, 0.890, 2.385], [-0.964, 4.984, -1.629], [0.112, 2.152, -4.700], [1.718, 0.723, -6.123], [3.728, -0.294, -4.875], [3.782, -0.080, -2.405], [-1.154, 3.926, 3.254], [1.615, 1.559, 5.457], [3.565, 0.127, 6.112], [5.171, -0.646, 4.247], [4.574, -0.055, 1.887], [-1.909, 1.105, 0.186], [-2.073, -0.061, -0.657], [-2.226, 0.053, -2.084], [-0.607, -0.889, -0.357], [-0.424, -2.018, -1.119], [-1.469, -2.700, -1.833], [-1.214, -3.937, -2.405], [0.095, -4.404, -2.510], [1.166, -3.767, -1.903], [2.495, -4.327, -1.903], [3.427, -3.707, -1.143], [3.115, -2.482, -0.506], [1.912, -1.914, -0.492], [0.907, -2.588, -1.157], [-3.474, -1.035, -0.048], [-4.623, -1.148, -0.805], [-5.710, -1.742, -0.215], [-5.646, -2.264, 1.078], [-4.442, -2.229, 1.773], [-3.308, -1.687, 1.185], [-2.406, -2.194, -1.976], [-2.056, -4.471, -2.847], [0.337, -5.218, -3.172], [2.712, -5.229, -2.406], [4.447, -4.094, -1.034], [3.883, -1.970, 0.068], [-4.634, -0.760, -1.848], [-6.610, -1.795, -0.800], [-6.543, -2.712, 1.527], [-4.351, -2.542, 2.808], [-2.366, -1.686, 1.686], [-0.327, -0.992, 3.832], [-0.278, -2.135, 4.008], [-0.317, 0.047, 3.726]], "mulliken_charge": [1.634, -0.254, 0.306, -0.818, 0.130, -0.475, 0.412, -0.818, 0.224, -0.741, -0.335, -0.710, -0.283, -0.038, 0.330, -0.774, -0.011, -0.265, -0.218, 0.161, -0.856, 0.447, -0.556, -0.183, -0.734, -0.234, -0.182, 0.620, 0.560, 0.401, 0.349, 0.479, 0.527, 0.422, 0.388, 0.359, 0.476, -0.539, 1.477, -0.626, -0.236, 0.284, -0.564, -1.068, -0.659, 1.149, -0.942, -0.716, -0.246, 0.222, -0.087, -0.042, -0.034, -0.647, -0.364, -0.558, -0.723, 0.399, 0.359, 0.333, 0.470, 0.363, 0.329, 0.426, 0.380, 0.355, 0.402, 0.394, 0.098, -0.310, 0.179]}

Entry 2:
{"formula": "C34H22Cl10KN2O2S2Se", "method": "the ωB97M-V functional and the def2-TZVPD basis", "max_force_ev_per_a": 5.85, "homo_energy_ev": [-2.938, -2.938], "total_charge": -1, "e_tot_ev": -271250.5443, "de_lowest_ev": 0.8206, "gap_ev": [3.9, 3.9], "elements": ["K", "O", "S", "C", "C", "C", "C", "S", "O", "C", "C", "C", "C", "C", "C", "C", "C", "C", "C", "C", "C", "H", "H", "H", "H", "H", "H", "H", "H", "H", "H", "H", "H", "H", "H", "H", "H", "H", "H", "Cl", "C", "C", "C", "Cl", "C", "Cl", "C", "Cl", "C", "Cl", "Cl", "C", "C", "C", "Cl", "C", "Cl", "C", "Cl", "C", "Cl", "Se", "N", "C", "C", "C", "C", "C", "C", "N", "H", "H", "H", "H"], "xyz": [[-0.226, 0.605, 2.375], [-1.950, -1.193, 2.274], [-2.551, -2.288, 3.079], [-1.287, -3.498, 3.211], [-0.498, -3.909, 1.951], [0.688, -3.149, 1.453], [1.823, -3.146, 2.507], [3.028, -1.839, 2.183], [2.192, -0.639, 1.890], [3.961, -2.238, 0.666], [4.910, -3.237, 0.827], [5.627, -3.757, -0.263], [5.307, -3.166, -1.495], [4.553, -2.036, -1.677], [3.764, -1.647, -0.574], [-3.642, -3.195, 2.058], [-4.577, -3.983, 2.674], [-5.697, -4.464, 1.986], [-5.854, -4.171, 0.644], [-4.763, -3.572, -0.048], [-3.777, -2.946, 0.687], [-1.829, -4.410, 3.532], [-0.574, -3.200, 3.971], [-1.196, -4.136, 1.149], [-0.079, -4.899, 2.197], [0.479, -2.109, 1.140], [0.984, -3.588, 0.515], [2.355, -4.098, 2.593], [1.400, -2.919, 3.585], [5.076, -3.618, 1.827], [6.279, -4.609, -0.240], [5.694, -3.615, -2.395], [4.599, -1.427, -2.566], [3.001, -0.869, -0.696], [-4.444, -4.134, 3.778], [-6.466, -4.965, 2.529], [-6.725, -4.525, 0.132], [-4.720, -3.660, -1.073], [-3.005, -2.247, 0.241], [-1.071, 3.608, 3.795], [-0.747, 4.955, 2.741], [-1.529, 5.025, 1.585], [-1.295, 5.995, 0.631], [-2.217, 5.896, -0.783], [-0.292, 6.943, 0.851], [0.087, 8.101, -0.350], [0.496, 6.843, 2.033], [1.440, 8.214, 2.482], [0.227, 5.895, 3.031], [1.124, 5.786, 4.460], [2.642, -1.024, -4.495], [3.413, 0.536, -4.414], [3.671, 1.197, -3.264], [4.151, 2.452, -2.939], [4.402, 3.129, -1.404], [4.408, 3.116, -4.160], [5.167, 4.637, -4.121], [4.110, 2.620, -5.494], [4.011, 3.656, -6.871], [3.743, 1.294, -5.591], [3.447, 0.576, -7.106], [-2.973, 3.673, 1.741], [-1.857, 2.476, 0.765], [-2.397, 2.420, -0.401], [-1.803, 1.796, -1.567], [-2.639, 1.545, -2.619], [-3.926, 2.052, -2.704], [-4.578, 2.850, -1.776], [-3.771, 3.058, -0.609], [-4.180, 3.833, 0.421], [-0.782, 1.365, -1.615], [-2.227, 0.925, -3.419], [-4.524, 1.841, -3.611], [-5.586, 3.211, -1.854]], "mulliken_charge": [0.990, -0.452, 0.116, -0.530, -1.100, -0.347, -0.376, 0.091, -0.515, 0.240, -0.255, -0.772, -0.416, -0.500, -0.122, 0.345, -0.290, -0.523, -0.494, -0.699, -0.213, 0.433, 0.357, 0.420, 0.392, 0.203, 0.376, 0.495, 0.131, 0.347, 0.381, 0.367, 0.274, 0.486, 0.259, 0.390, 0.396, 0.468, 0.412, -0.231, 0.121, -0.292, 0.334, -0.141, 0.192, -0.186, 0.338, -0.219, 0.028, -0.208, -0.211, 0.003, -0.251, -0.456, -0.211, 0.681, -0.259, -0.187, -0.210, 0.448, -0.237, 0.321, -0.248, 0.497, -0.777, -0.647, -0.284, -1.058, 0.870, -0.867, 0.492, 0.384, 0.236, 0.470]}

Entry 3:
{"formula": "C34H22Cl2N4O2S3Tm", "method": "the ωB97M-V functional and the def2-TZVPD basis", "max_force_ev_per_a": 0.59, "homo_energy_ev": [-4.679, -4.678], "s2": 2.002, "multiplicity": 3, "total_charge": -1, "e_tot_ev": -132755.3330, "gap_ev": [6.3, 6.3], "elements": ["Tm", "Cl", "C", "C", "C", "C", "C", "Cl", "C", "S", "H", "H", "H", "O", "C", "C", "C", "C", "N", "C", "C", "C", "C", "C", "C", "O", "C", "C", "N", "H", "H", "H", "H", "H", "H", "H", "H", "H", "H", "H", "H", "S", "C", "C", "C", "C", "N", "C", "C", "C", "S", "C", "N", "H", "H", "C", "C", "C", "C", "C", "C", "C", "C", "H", "H", "H", "H", "H"], "xyz": [[0.835, -0.467, 0.567], [3.434, -1.365, 0.562], [3.613, -3.022, 0.025], [4.762, -3.672, 0.432], [4.980, -4.976, 0.020], [4.041, -5.589, -0.795], [2.896, -4.912, -1.179], [1.776, -5.757, -2.209], [2.608, -3.593, -0.771], [1.146, -2.771, -1.215], [5.473, -3.158, 1.066], [5.868, -5.508, 0.335], [4.187, -6.605, -1.137], [-3.827, 4.104, -3.097], [-3.384, 4.371, -1.771], [-2.574, 3.204, -1.288], [-2.668, 2.759, 0.020], [-1.848, 1.727, 0.437], [-0.978, 1.134, -0.369], [-0.900, 1.533, -1.638], [-1.675, 2.569, -2.133], [0.121, 0.868, -2.499], [-0.073, 0.736, -3.868], [0.939, 0.193, -4.642], [0.773, -0.012, -6.127], [-0.573, -0.002, -6.563], [2.121, -0.165, -4.011], [2.210, -0.048, -2.640], [1.224, 0.437, -1.885], [-4.282, 4.885, -3.429], [-4.224, 4.539, -1.092], [-2.752, 5.265, -1.750], [-3.362, 3.211, 0.717], [-1.888, 1.347, 1.452], [-1.570, 2.894, -3.159], [-1.007, 1.040, -4.320], [1.276, -0.939, -6.414], [1.267, 0.801, -6.660], [-1.041, -0.718, -6.120], [2.947, -0.591, -4.568], [3.094, -0.378, -2.113], [1.911, 2.013, 0.705], [2.176, 2.434, 2.382], [2.541, 3.751, 2.683], [2.790, 4.177, 3.977], [3.153, 5.552, 4.219], [3.450, 6.649, 4.397], [2.677, 3.256, 5.027], [2.313, 1.950, 4.743], [2.046, 1.506, 3.441], [1.570, -0.160, 3.228], [2.934, 3.646, 6.392], [3.142, 3.953, 7.481], [2.629, 4.458, 1.870], [2.221, 1.242, 5.557], [-1.188, -1.463, 1.229], [-2.277, -1.926, 1.532], [-3.554, -2.489, 1.877], [-3.647, -3.770, 2.433], [-4.880, -4.311, 2.765], [-6.047, -3.588, 2.551], [-5.968, -2.315, 2.001], [-4.736, -1.771, 1.667], [-2.736, -4.330, 2.598], [-4.931, -5.304, 3.195], [-7.009, -4.012, 2.811], [-6.872, -1.742, 1.830], [-4.672, -0.779, 1.237]], "lowdin_spin": [2.015, -0.001, 0.000, 0.000, 0.000, 0.000, 0.000, 0.000, 0.000, -0.002, 0.000, 0.000, 0.000, 0.000, 0.000, 0.000, 0.000, 0.000, -0.001, 0.000, 0.000, 0.000, 0.000, 0.000, 0.000, 0.000, 0.000, 0.000, -0.001, 0.000, 0.000, 0.000, 0.000, 0.000, 0.000, 0.000, 0.000, 0.000, 0.000, 0.000, 0.000, -0.002, 0.000, 0.000, 0.000, 0.000, 0.000, 0.000, 0.000, 0.000, -0.003, 0.000, 0.000, 0.000, 0.000, -0.002, 0.000, 0.000, 0.000, 0.000, 0.000, 0.000, 0.000, 0.000, 0.000, 0.000, 0.000, 0.000]}